Formula: C15H23FeI2N3O8P2
Source: the Open Molecules 2025 dataset
Level of theory: wB97M-V/def2-TZVPD

## Properties
max |F| = 1.1 eV/Å
ΔE to the lowest compared entry with this formula, charge and spin = 76.0 kJ/mol
HOMO-LUMO gap (spin up / spin down) = 7.38 / 7.33 eV
multiplicity = 5

Each line ends with the Mulliken spin population.
Atoms and positions in Å:
1 Fe -0.258 -0.315 -0.358  3.687
2 C 0.287 -0.936 -4.084  -0.001
3 C -0.728 0.206 -4.072  0.007
4 O -1.057 0.669 -5.377  0.000
5 P -0.044 1.637 -3.185  0.010
6 O 1.129 2.245 -4.062  0.000
7 O -1.146 2.776 -3.211  0.001
8 O 0.479 1.313 -1.836  0.010
9 P -2.250 -0.370 -3.188  0.006
10 O -3.167 1.016 -3.225  0.001
11 O -2.936 -1.389 -4.000  0.002
12 O -1.872 -0.576 -1.749  0.035
13 H 1.184 -0.645 -4.631  0.001
14 H -0.157 -1.810 -4.561  0.000
15 H 0.557 -1.199 -3.061  0.010
16 H -1.690 0.041 -5.752  0.000
17 H 0.836 2.470 -4.960  0.000
18 H -2.056 2.403 -3.287  0.000
19 H -4.031 0.778 -3.593  0.000
20 I 2.573 -4.681 -0.428  0.001
21 C 1.720 -3.781 1.261  0.008
22 C 1.994 -4.259 2.541  -0.002
23 C 1.439 -3.657 3.642  0.005
24 I 1.937 -4.411 5.546  0.000
25 C 0.553 -2.569 3.498  -0.006
26 C -0.106 -1.914 4.560  0.003
27 C -1.013 -0.926 4.292  -0.001
28 C -1.242 -0.557 2.960  0.004
29 N -0.603 -1.093 1.946  0.063
30 C 0.273 -2.096 2.186  -0.032
31 C 0.891 -2.680 1.020  0.019
32 O 0.672 -2.202 -0.146  0.074
33 H 2.650 -5.109 2.663  0.000
34 H 0.099 -2.209 5.580  0.000
35 H -1.552 -0.429 5.087  0.000
36 H -1.985 0.196 2.727  0.002
37 N 1.919 0.299 0.401  0.050
38 C 2.152 1.217 1.523  -0.015
39 C 1.413 2.533 1.273  0.021
40 C 0.014 2.615 1.910  -0.003
41 C -1.111 2.818 0.896  0.001
42 N -1.590 1.538 0.346  0.049
43 H 2.432 -0.567 0.524  0.002
44 H 2.239 0.728 -0.462  -0.001
45 H 3.220 1.415 1.664  0.001
46 H 1.790 0.736 2.435  -0.002
47 H 1.320 2.646 0.190  -0.005
48 H 2.024 3.360 1.634  0.000
49 H -0.011 3.431 2.634  -0.001
50 H -0.189 1.695 2.460  0.002
51 H -0.741 3.419 0.065  0.000
52 H -1.929 3.371 1.367  0.001
53 H -2.039 1.685 -0.553  -0.003
54 H -2.289 1.127 0.950  -0.003